[1]
Entry from the Open Molecules 2025 dataset: 3 unconnected molecules or ions with the total composition C3H13NO2S at a distorted geometry (ωB97M-V/def2-TZVPD).

Atoms and positions in Å:
C1 1.033170 0.165332 -1.294683
C2 0.077653 -0.865103 -0.753343
C3 -1.331161 -0.695708 -1.282692
S1 -2.482834 -1.693849 -0.299942
N1 2.273462 0.206665 -0.507737
H1 1.300820 -0.021009 -2.345969
H2 0.610934 1.174907 -1.428192
H3 0.078993 -0.803485 0.332603
H4 0.451688 -1.837465 -1.078825
H5 -1.638820 0.349042 -1.241533
H6 -1.302836 -1.033804 -2.313759
H7 -3.561209 -1.310894 -0.980386
H8 2.310864 -0.592730 0.106427
H9 3.109343 0.192894 -1.076494
H10 -0.047628 0.588053 3.324368
H11 -0.836888 0.062038 4.473154
O1 -0.066732 -0.159209 3.937504
H12 0.239730 1.411544 0.534157
H13 -0.125483 2.839203 0.683368
O2 -0.093065 2.023578 1.211977

Atomic forces in eV per Å
C 1.167 0.580 -1.288
C -0.109 0.111 -0.195
C 0.179 0.020 -0.067
S 0.110 -0.034 -0.057
N -0.276 0.120 0.168
H -0.245 -0.523 0.067
H -0.241 -0.070 0.730
H 0.026 -0.153 0.263
H -0.010 -0.153 0.419
H 0.008 -0.018 -0.004
H -0.390 0.067 -0.207
H -0.255 -0.046 -0.033
H 0.108 -0.061 0.117
H -0.131 0.053 -0.019
H 0.225 -0.081 -0.168
H 0.049 -0.250 0.115
O -0.261 0.406 -0.068
H 0.076 -0.024 0.560
H -0.090 -0.118 0.591
O 0.061 0.174 -0.924

* Kohn-Sham gap: 9.84 eV
* net charge: 0
* electronic energy: -19741.854 eV
* SMILES: NCCCS.O.O
* E_LUMO: 0.71 eV
* ΔE to the lowest compared entry with this formula, charge and spin: 0.589 eV
* E_HOMO: -9.133 eV

Löwdin atomic charge list, values in e, 2 entries: -0.33, -0.31

---

[2]
Entry from the Open Molecules 2025 dataset: 4 unconnected molecules or ions with the total composition C3H13NO2S2 at a distorted geometry (ωB97M-V/def2-TZVPD).

Atoms and positions in Å:
S1 0.711487 -1.774801 1.548879
S2 0.881896 2.209973 -1.640405
C1 -0.130915 1.849860 -0.294073
C2 -1.228084 0.779033 -0.444845
C3 -0.552040 -0.374235 -1.252811
N1 -1.412360 -1.485284 -1.287859
H1 0.327194 -3.054042 1.457224
H2 -0.646768 2.794697 -0.022510
H3 0.461422 1.580410 0.573833
H4 -2.095848 1.072785 -1.037126
H5 -1.539985 0.530209 0.563511
H6 0.388929 -0.606084 -0.683310
H7 -0.197528 0.045904 -2.195528
H8 -1.231281 -2.137711 -0.538320
H9 -1.581316 -1.879171 -2.199207
H10 -0.195062 0.411146 2.434000
H11 -0.189516 1.393457 3.544278
O1 -0.685019 1.141587 2.824276
H12 3.517657 -0.279631 -0.531017
H13 2.543567 -1.310678 0.004971
O2 2.853568 -0.907424 -0.823960

Atomic forces in eV per Å
S 0.187 0.373 -0.084
S 0.051 -0.149 -0.130
C -0.510 -0.546 0.456
C 0.610 0.824 -0.783
C 0.200 0.118 0.977
N 0.579 0.237 -0.580
H -0.059 -0.016 -0.057
H 0.023 0.057 -0.089
H 0.248 0.232 0.207
H 0.012 0.222 0.094
H -0.103 -0.381 -0.035
H -0.217 -0.142 0.373
H -0.766 -0.259 -0.405
H -0.045 -0.193 -0.180
H -0.186 -0.246 0.168
H -0.050 -0.517 0.026
H 1.675 0.940 2.633
O -1.668 -0.571 -2.563
H 0.160 0.108 -0.082
H -0.173 -0.114 -0.104
O 0.031 0.024 0.157

* Kohn-Sham gap: 3.33 eV
* net charge: 0
* electronic energy: -30572.316 eV
* E_LUMO: -4.57 eV
* ΔE to the lowest compared entry with this formula, charge and spin: 5.508 eV
* E_HOMO: -7.908 eV

Löwdin atomic charge list, values in e, 2 entries: 0.31, 0.83

---

[3]
Entry from the Open Molecules 2025 dataset: 3 unconnected molecules or ions with the total composition C3H13NO3 at a distorted geometry (ωB97M-V/def2-TZVPD).

Atoms and positions in Å:
C1 -1.231707 -0.835058 -0.546998
C2 0.215520 -0.538272 -0.697660
C3 0.754693 -0.757601 -2.141346
O1 2.070090 -0.281927 -2.237703
N1 -1.623551 -0.895168 0.856411
H1 -1.857155 -0.061499 -1.026427
H2 -1.500364 -1.792905 -1.024915
H3 0.663029 0.386695 -0.267900
H4 0.881487 -1.251557 -0.168232
H5 0.606201 -1.841055 -2.314850
H6 0.094963 -0.191605 -2.883025
H7 2.506675 -0.330599 -1.380050
H8 -2.610951 -0.712558 0.968001
H9 -1.498463 -1.855150 1.158245
H10 5.280967 0.500055 0.078621
H11 4.891190 1.570828 -0.979116
O2 4.546523 1.000481 -0.288809
H12 -4.780206 2.900348 4.285935
H13 -3.561346 2.114623 4.568155
O3 -3.847596 2.871924 4.041661

Atomic forces in eV per Å
C -1.143 0.225 0.117
C 2.852 -0.392 -0.540
C -1.965 1.024 0.410
O 0.199 -0.239 -0.546
N -0.041 -0.301 0.482
H 0.407 -0.187 0.007
H 0.326 0.288 -0.320
H -1.254 0.084 -0.494
H -0.841 -0.291 0.349
H 0.518 0.326 -0.412
H 1.023 -0.673 0.723
H 0.010 0.005 -0.001
H -0.086 0.104 -0.054
H 0.092 0.111 0.304
H 0.090 0.153 -0.170
H 0.182 -0.058 -0.035
O -0.368 -0.180 0.188
H -0.048 0.318 -0.233
H 0.370 0.092 -0.185
O -0.323 -0.409 0.413

* Kohn-Sham gap: 10.17 eV
* net charge: 0
* electronic energy: -10953.559 eV
* SMILES: NCCCO.O.O
* E_LUMO: 0.85 eV
* ΔE to the lowest compared entry with this formula, charge and spin: 1.213 eV
* E_HOMO: -9.327 eV

Löwdin atomic charge list, values in e, 2 entries: -0.32, -0.22

---

[4]
Entry from the Open Molecules 2025 dataset: 3 unconnected molecules or ions with the total composition C3H13NO3 at a distorted geometry (ωB97M-V/def2-TZVPD).

Atoms and positions in Å:
C1 1.395383 -2.417463 0.320676
N1 0.412617 -1.310138 0.263838
C2 1.059522 0.006921 0.294440
C3 0.097170 1.097456 0.887626
O1 -1.062405 0.544553 1.400245
H1 2.095908 -2.200521 1.121099
H2 1.822778 -2.589443 -0.668873
H3 0.853694 -3.315994 0.613875
H4 -0.145972 -1.429807 -0.571678
H5 1.880242 -0.096927 0.986795
H6 1.431793 0.271980 -0.697643
H7 0.682350 1.577367 1.682355
H8 -0.029152 1.907925 0.184034
H9 -1.022991 -0.416688 1.292470
H10 -4.268864 3.929246 2.248134
H11 -4.604565 5.335659 1.901586
O2 -4.136274 4.825924 2.574332
H12 1.015216 -2.104149 -3.864337
H13 1.398593 -2.096119 -5.344554
O3 1.124956 -1.519781 -4.624420

Atomic forces in eV per Å
C -1.446 0.273 0.003
N 0.404 -0.251 0.215
C -0.872 -0.198 -0.093
C 1.872 -0.368 0.181
O -0.974 0.399 0.115
H 0.373 -0.046 -0.293
H 0.645 -0.019 0.229
H 0.064 -0.161 -0.056
H -0.030 0.172 -0.011
H 0.448 0.030 -0.008
H 0.167 0.276 0.079
H -0.214 -0.037 0.250
H -0.803 0.022 -0.540
H 0.348 -0.079 -0.076
H 0.196 -0.167 0.237
H 0.113 0.222 0.203
O -0.294 -0.060 -0.438
H 0.031 0.079 -0.176
H -0.005 0.003 0.016
O -0.023 -0.091 0.165

* Kohn-Sham gap: 9.85 eV
* net charge: 0
* electronic energy: -10953.371 eV
* SMILES: CNCCO.O.O
* E_LUMO: 0.47 eV
* ΔE to the lowest compared entry with this formula, charge and spin: 1.400 eV
* E_HOMO: -9.380 eV

Löwdin atomic charge list, values in e, 2 entries: -0.11, -0.16

---

[5]
Entry from the Open Molecules 2025 dataset: 4 unconnected molecules or ions with the total composition C3H13NO3 at a distorted geometry (ωB97M-V/def2-TZVPD).

Atoms and positions in Å:
N1 -2.832557 0.000146 -0.746534
C1 -2.288717 0.472924 0.520891
C2 -0.232014 -0.495485 1.381681
C3 -0.790400 0.464346 0.590844
H1 -2.641254 -0.993342 -0.801206
H2 -2.726766 0.563896 -1.568435
H3 -2.752893 1.473524 0.674590
H4 -2.730824 -0.017289 1.415951
H5 0.856787 -0.529226 1.415831
H6 -0.940130 -1.104060 1.969202
H7 -0.196845 1.281527 0.189605
H8 2.335101 1.234797 0.308387
H9 2.625016 2.276532 1.324775
O1 2.678371 1.318172 1.220788
H10 2.717689 0.362884 -1.745439
H11 1.602048 -0.554686 -1.155237
O2 1.881408 0.376457 -1.269501
H12 0.017551 -2.726753 -1.203700
H13 0.084393 -1.346718 -0.557645
O3 0.619687 -1.976706 -1.149652

Atomic forces in eV per Å
N -0.541 -1.168 1.512
C -1.154 2.001 -0.059
C -0.512 1.668 -1.154
C 0.014 -1.137 2.246
H -0.031 0.351 -0.944
H 0.434 -0.121 -0.048
H 0.803 -0.105 -0.223
H 0.335 -0.536 -0.870
H -0.286 -0.336 0.615
H 0.891 -0.115 -0.373
H -0.050 -0.404 -0.502
H 0.165 -0.643 0.177
H 0.174 -0.101 0.458
O -0.281 0.706 -0.507
H -0.075 -0.169 0.000
H 0.483 0.456 -0.434
O -0.024 0.041 0.038
H 0.285 -0.168 -0.209
H 0.854 -1.061 -0.920
O -1.484 0.842 1.197

* Kohn-Sham gap: 9.90 eV
* net charge: 0
* electronic energy: -10953.280 eV
* SMILES: C=CCN.O.O.O
* E_LUMO: 0.70 eV
* ΔE to the lowest compared entry with this formula, charge and spin: 1.492 eV
* E_HOMO: -9.205 eV

Löwdin atomic charge list, values in e, 2 entries: 0.00, -0.32

---

[6]
Entry from the Open Molecules 2025 dataset: 3 unconnected molecules or ions with the total composition C3H13NO3 at a distorted geometry (ωB97M-V/def2-TZVPD).

Atoms and positions in Å:
C1 0.675939 -0.216724 0.812253
N1 -0.558154 -0.229854 0.091898
C2 -1.227823 1.088272 0.005864
C3 -2.683738 0.945753 0.396252
O1 -2.837396 0.371939 1.682001
H1 1.062207 -1.189700 1.143298
H2 0.668864 0.411718 1.725170
H3 1.505109 0.216686 0.233264
H4 -1.222107 -0.906054 0.433097
H5 -0.688206 1.777342 0.644208
H6 -1.154101 1.363596 -1.055175
H7 -3.154084 1.934195 0.401702
H8 -3.266465 0.260054 -0.216692
H9 -2.471064 0.902755 2.397159
H10 1.933614 2.063338 -1.813356
H11 1.211327 0.866231 -2.125043
O2 1.220719 1.792424 -2.422365
H12 3.104220 -4.376304 -0.907124
H13 3.896007 -3.088604 -0.551034
O3 3.985131 -3.987063 -0.875377

Atomic forces in eV per Å
C 1.149 0.351 0.848
N -0.295 0.069 -0.371
C 0.156 -1.700 -1.107
C -0.076 0.702 0.876
O -0.139 -0.591 0.664
H -0.545 -0.046 -0.312
H -0.256 -0.137 -0.032
H -0.225 -0.038 -0.245
H 0.208 -0.136 0.359
H -0.096 0.513 0.114
H -0.086 0.679 0.388
H -0.096 -0.026 -0.368
H 0.279 0.185 -0.486
H 0.076 0.210 -0.341
H -0.329 0.641 -0.546
H -0.657 -0.011 -0.573
O 0.938 -0.667 1.134
H 0.073 0.248 0.070
H -0.215 0.014 0.027
O 0.137 -0.260 -0.098

* Kohn-Sham gap: 9.35 eV
* net charge: 0
* electronic energy: -10953.403 eV
* SMILES: CNCCO.O.O
* E_LUMO: 0.46 eV
* ΔE to the lowest compared entry with this formula, charge and spin: 1.368 eV
* E_HOMO: -8.883 eV

Löwdin atomic charge list, values in e, 2 entries: -0.17, -0.13

---

[7]
Entry from the Open Molecules 2025 dataset: 4 unconnected molecules or ions with the total composition C3H13NO3 at a distorted geometry (ωB97M-V/def2-TZVPD).

Atoms and positions in Å:
C1 -1.758178 -1.820006 -0.182521
C2 -1.088676 -0.705163 -0.841057
C3 -1.538176 0.589863 -0.937402
N1 -0.810800 1.701771 -1.161670
H1 -2.103557 -2.462552 -1.013059
H2 -2.464701 -1.662454 0.659241
H3 -1.011888 -2.535560 0.222234
H4 -0.323345 -1.148348 -1.497648
H5 -2.501258 0.759769 -0.460709
H6 -1.346559 2.548831 -1.014935
H7 -0.060487 1.809650 -1.838248
H8 1.924827 -0.291618 -0.423823
H9 2.165384 1.063671 -1.075473
O1 2.289499 0.123845 -1.221081
H10 0.769336 1.459626 1.024940
H11 0.331069 2.096541 2.377021
O2 0.985206 1.534885 1.952303
H12 2.779304 -1.444452 1.562302
H13 1.914378 -0.357236 2.108094
O3 1.848631 -1.261054 1.761495

Atomic forces in eV per Å
C 0.026 -0.837 1.116
C 0.657 -2.180 -1.555
C 0.459 1.314 1.676
N -1.460 -0.374 -0.736
H -0.615 0.183 0.186
H 0.079 0.233 -1.039
H 0.107 0.590 -0.077
H 0.307 1.093 0.298
H 0.038 0.293 -0.094
H 0.209 0.169 -0.118
H 0.236 -0.586 0.273
H 0.317 -0.143 0.086
H 0.390 0.238 0.053
O -0.688 -0.132 0.097
H -0.279 0.195 -0.160
H -0.037 0.046 -0.071
O 0.330 -0.205 0.260
H -0.212 -0.377 0.069
H -0.429 -0.062 0.212
O 0.568 0.541 -0.475

* Kohn-Sham gap (alpha / beta): 10.45 / 7.30 eV
* net charge: +1
* electronic energy: -10945.785 eV
* spin multiplicity: 2
* E_LUMO (alpha / beta): -4.17 / -7.34 eV
* ΔE to the lowest compared entry with this formula, charge and spin: 1.018 eV
* ⟨S²⟩: 0.758
* E_HOMO (alpha / beta): -14.627 / -14.641 eV

Löwdin atomic charge list, values in e, 2 entries: -0.05, -0.03